No. 1
C9H11N4P in the gas phase at a distorted geometry, computed with wB97M-V/def2-TZVPD.

2S+1 = 3
Kohn-Sham gap (spin up / spin down) = 7.2 / 6.9 eV

Structure (XYZ):
```
25
Properties=species:S:1:pos:R:3:lowdin_spin:R:1
P -3.941 -1.514 -0.129 0.12
N -1.434 1.142 -0.485 0.06
N -3.541 1.528 -0.449 0.70
N -2.454 1.840 -0.747 0.25
N 0.816 2.008 0.821 0.00
C -0.508 -0.828 0.484 0.05
C -1.566 -0.020 0.366 0.08
C 0.865 -0.445 0.172 0.01
C 2.989 -1.286 -0.690 0.00
C 1.460 0.854 0.380 0.00
C 2.762 1.007 -0.137 0.00
C 1.687 -1.416 -0.381 0.01
C -2.970 -0.286 0.683 0.62
C 3.490 0.003 -0.737 0.00
H 3.368 -2.232 -1.126 0.00
H -3.773 -2.613 0.832 0.06
H -0.029 1.851 1.329 0.00
H 1.309 -2.455 -0.545 0.00
H 3.203 2.080 -0.106 0.00
H 4.484 0.146 -1.191 0.00
H -3.460 0.335 1.430 0.02
H 1.569 2.579 1.172 0.00
H -0.844 -1.739 0.922 0.00
H -2.859 -2.150 -1.021 0.00
H -0.621 1.611 -0.846 0.00
```

---

No. 2
C9H11NO2 in the gas phase at a distorted geometry, computed with wB97M-V/def2-TZVPD.

2S+1 = 1
ΔE to the lowest compared entry with this formula, charge and spin = 203.9 kJ/mol
SMILES string = CC(=O)N(C)c1ccccc1O
Kohn-Sham gap = 9.4 eV

Structure (XYZ):
```
23
Properties=species:S:1:pos:R:3:lowdin_charge:R:1
O -0.181 1.256 -1.848 0.00
O 0.529 1.909 0.530 0.06
N -0.987 -0.254 -0.333 -0.06
C 2.523 0.532 0.713 -0.03
C 2.462 -1.772 0.328 -0.09
C -2.559 1.361 -1.289 0.00
C 1.198 0.674 0.466 -0.22
C -2.012 -0.755 0.465 -0.10
C 0.429 -0.459 0.013 -0.12
C 1.056 -1.669 -0.006 0.01
C 3.204 -0.707 0.722 -0.07
C -1.157 0.831 -1.116 -0.44
H -3.229 0.474 -1.548 0.11
H -2.708 2.025 -2.096 0.07
H 2.855 -2.735 0.189 0.08
H 2.901 1.324 1.228 0.08
H -2.986 1.761 -0.370 0.08
H 0.575 -2.558 -0.275 0.10
H -2.843 -0.013 0.587 0.07
H -1.737 -1.081 1.519 0.12
H -2.655 -1.646 -0.011 0.13
H 1.039 2.340 1.193 0.09
H 4.282 -0.839 0.940 0.12
```